Entry 1:
{"formula": "C17H32N4O4", "method": "ωB97M-V/def2-TZVPD", "symbols": ["O", "O", "O", "O", "C", "C", "C", "C", "N", "N", "N", "N", "C", "C", "C", "C", "C", "C", "C", "C", "C", "C", "C", "C", "C", "H", "H", "H", "H", "H", "H", "H", "H", "H", "H", "H", "H", "H", "H", "H", "H", "H", "H", "H", "H", "H", "H", "H", "H", "H", "H", "H", "H", "H", "H", "H", "H"], "coordinates": [[-0.8956, 0.3419, 1.7650], [-1.3331, 3.3297, -0.4966], [-1.5171, -2.7978, -1.8034], [-4.6632, 0.0595, 0.9820], [-1.2826, -0.7692, 1.4200], [-0.1244, 3.1574, -0.3887], [-1.2237, -1.8489, -2.5103], [-3.8008, 0.7568, 0.4497], [-0.0306, -1.8259, -3.0622], [-3.7991, 2.0916, 0.5447], [3.9813, -2.1227, 2.0155], [-2.0403, -0.9705, 0.3478], [-0.8966, -1.9986, 2.2068], [-4.7684, 2.8644, 1.3179], [0.6618, 2.5136, -1.5302], [-2.1754, -0.6871, -2.7969], [2.9763, -2.4406, 0.9905], [4.9005, -1.0224, 1.6879], [1.2374, 1.1480, -1.1292], [2.1611, -1.1881, 0.6693], [4.0997, 0.2412, 1.3666], [2.2605, 1.2786, 0.0111], [3.0648, -0.0128, 0.2535], [-3.2509, -0.4295, -1.7250], [-2.6895, 0.1083, -0.3957], [0.3888, 3.4881, 0.5089], [0.2395, -1.0786, -3.6729], [0.5521, -2.6216, -2.8696], [-3.0245, 2.5922, 0.1228], [4.4941, -2.9581, 2.2985], [-2.2579, -1.9216, 0.0812], [-0.4261, -2.7193, 1.5415], [-1.7938, -2.4338, 2.6428], [-0.2052, -1.7141, 2.9985], [-4.5224, 2.7968, 2.3791], [-4.7465, 3.9101, 1.0083], [-5.7722, 2.4636, 1.1637], [0.0012, 2.3871, -2.3934], [1.4720, 3.1860, -1.8271], [-2.6742, -0.8955, -3.7427], [-1.5925, 0.2249, -2.9270], [3.4661, -2.8085, 0.0826], [2.3088, -3.2281, 1.3556], [5.5213, -1.2957, 0.8279], [5.5665, -0.8300, 2.5355], [0.4213, 0.4864, -0.8226], [1.7232, 0.6988, -2.0012], [1.5981, -0.8987, 1.5601], [1.4479, -1.4264, -0.1243], [3.5862, 0.5728, 2.2753], [4.7880, 1.0355, 1.0623], [1.7430, 1.5562, 0.9357], [2.9626, 2.0827, -0.2330], [3.5936, -0.2802, -0.6673], [-3.9369, 0.3174, -2.1275], [-3.8240, -1.3407, -1.5453], [-1.9504, 0.8754, -0.6164]], "orbital_gap_ev": 9.072, "max_force_ev_per_a": 2.23, "multiplicity": 1, "de_lowest_kj_mol": 0.0, "smiles": "CNC(=O)[C@H](CCC(N)=O)NC(C)=O.O=CCCCC1CCNCC1"}



Entry 2:
{"formula": "C4H9O5PS", "method": "ωB97M-V/def2-TZVPD", "symbols": ["O", "C", "C", "P", "H", "H", "H", "H", "H", "C", "C", "O", "S", "O", "O", "O", "H", "H", "H", "H"], "coordinates": [[1.1164, -0.3708, -2.2239], [0.8913, 0.7801, -2.3303], [-0.4323, 1.4186, -2.0765], [-1.8628, 0.2928, -2.4491], [1.7095, 1.4678, -2.5984], [-0.5148, 1.7204, -1.0435], [-0.4689, 2.3344, -2.6423], [-2.7392, 1.1111, -3.1907], [-2.5348, 0.2823, -1.2119], [0.7896, -0.9370, 0.7162], [1.3746, -1.4217, 2.0245], [0.7771, -0.5713, 3.0149], [-0.7100, -0.1783, 2.5613], [-1.6364, -1.0392, 3.1973], [-0.8362, 1.2314, 2.6231], [-0.5775, -0.6267, 1.0273], [1.2810, -0.0263, 0.3760], [0.8295, -1.6841, -0.0691], [2.4561, -1.3293, 2.0601], [1.0876, -2.4542, 2.2348]], "orbital_gap_ev": 9.957, "max_force_ev_per_a": 2.44, "multiplicity": 1, "de_lowest_kj_mol": 126.1, "smiles": "O=S1(=O)OCCO1.O=CCP"}



Entry 3:
{"formula": "C6H10", "method": "ωB97M-V/def2-TZVPD", "symbols": ["C", "C", "C", "C", "C", "C", "H", "H", "H", "H", "H", "H", "H", "H", "H", "H"], "coordinates": [[-1.2890, 2.6426, -0.6930], [-0.6049, 1.8671, 0.4288], [-0.7232, 0.5627, 0.6505], [0.4851, -0.4000, 0.4940], [0.3930, -1.8319, 0.5714], [1.4261, -2.6969, 0.0587], [-0.4798, 2.9325, -1.4824], [-1.8080, 1.8367, -1.3311], [-1.8989, 3.5643, -0.5170], [0.3039, 2.3580, 0.7059], [-1.6252, 0.0070, 0.7261], [1.4504, 0.1833, 0.4303], [-0.6333, -2.1908, 0.3501], [1.7727, -3.5353, 0.7616], [2.2598, -2.0350, -0.3334], [0.9714, -3.2644, -0.8204]], "orbital_gap_ev": 8.424, "max_force_ev_per_a": 5.98, "multiplicity": 1, "de_lowest_kj_mol": 306.7, "smiles": "C/C=C/C=C/C"}



Entry 4:
{"formula": "C38H68BN7PtSi3", "method": "ωB97M-V/def2-TZVPD", "symbols": ["Pt", "C", "C", "C", "C", "N", "N", "B", "N", "N", "C", "C", "C", "C", "C", "C", "C", "C", "N", "N", "C", "C", "C", "C", "C", "C", "C", "C", "C", "C", "C", "C", "H", "H", "H", "H", "H", "H", "H", "H", "H", "H", "H", "H", "H", "H", "H", "H", "H", "H", "H", "H", "H", "H", "H", "H", "H", "H", "H", "H", "H", "H", "H", "H", "H", "H", "H", "H", "H", "H", "H", "H", "C", "Si", "C", "C", "C", "Si", "C", "C", "C", "Si", "C", "C", "C", "C", "C", "C", "C", "N", "H", "H", "H", "H", "H", "H", "H", "H", "H", "H", "H", "H", "H", "H", "H", "H", "H", "H", "H", "H", "H", "H", "H", "H", "H", "H", "H", "H"], "coordinates": [[-0.2706, -0.0625, -0.7293], [0.6718, 5.2814, -1.5758], [0.4345, 3.8573, -1.9321], [0.0065, 3.3876, -3.1578], [-0.0055, 1.9927, -3.0517], [0.3390, 1.6543, -1.8091], [0.6147, 2.8003, -1.1082], [1.5043, 2.6974, 0.2050], [0.8520, 2.8147, 1.6089], [0.7305, 1.7256, 2.4328], [0.4909, 2.1939, 3.6456], [0.4111, 3.5991, 3.6309], [0.6914, 3.9607, 2.3406], [0.8371, 5.3566, 1.8394], [0.4483, 1.3388, 4.8913], [-0.9466, 1.4257, 5.5213], [0.7887, -0.1092, 4.5837], [1.4854, 1.8866, 5.8824], [2.3684, 1.4295, 0.1027], [2.0246, 0.1257, -0.2323], [3.1735, -0.5648, -0.1868], [4.2305, 0.2575, 0.2073], [3.6844, 1.4959, 0.3858], [4.3838, 2.7325, 0.8461], [3.3737, -2.0295, -0.4926], [4.6504, -2.1980, -1.3309], [3.5356, -2.8104, 0.8174], [2.2198, -2.5708, -1.2983], [-0.1743, 1.0537, -4.2317], [0.9805, 1.3616, -5.2014], [-1.5087, 1.3544, -4.9236], [-0.0889, -0.4253, -3.8807], [0.7108, 5.8737, -2.4890], [1.6037, 5.4126, -1.0337], [-0.1374, 5.6768, -0.9636], [-0.1957, 3.9815, -4.0335], [2.2253, 3.6479, 0.1258], [0.2465, 4.2673, 4.4609], [0.8384, 6.0337, 2.6931], [0.0184, 5.6549, 1.1901], [1.7672, 5.5010, 1.2920], [-1.7040, 1.0277, 4.8426], [-1.2120, 2.4587, 5.7559], [-0.9808, 0.8482, 6.4490], [0.0637, -0.5457, 3.9050], [0.7950, -0.6932, 5.5087], [1.7685, -0.1944, 4.1115], [1.2611, 2.9156, 6.1696], [2.4847, 1.8680, 5.4432], [1.4971, 1.2758, 6.7885], [5.2612, -0.0152, 0.3539], [5.4234, 2.4870, 1.0601], [3.9319, 3.1356, 1.7537], [4.3636, 3.5163, 0.0893], [5.5442, -1.8945, -0.7859], [4.5958, -1.6083, -2.2483], [4.7692, -3.2491, -1.6040], [4.3684, -2.4224, 1.4065], [3.7308, -3.8643, 0.6003], [2.6341, -2.7443, 1.4250], [2.1535, -2.0360, -2.2462], [1.2721, -2.4563, -0.7736], [2.3713, -3.6298, -1.5146], [0.9524, 2.3994, -5.5370], [0.9117, 0.7141, -6.0790], [1.9431, 1.1845, -4.7178], [-1.5202, 2.3609, -5.3462], [-2.3453, 1.2774, -4.2249], [-1.6767, 0.6469, -5.7385], [0.9078, -0.6717, -3.5163], [-0.2785, -1.0245, -4.7753], [-0.7976, -0.7296, -3.1139], [0.2009, -2.1017, 2.2609], [-1.4942, -2.0364, 1.4739], [-2.4650, -0.5889, 2.1892], [-2.4520, -3.5182, 2.1659], [-1.3405, -2.0041, -0.4015], [-0.8137, -3.7169, -1.0258], [-2.3237, -4.8607, -1.1132], [0.3609, -4.7561, 0.0237], [-0.1918, -3.8077, -2.8057], [-3.0000, -1.7251, -1.2434], [-4.5304, -2.4634, -0.4298], [-3.1654, -2.0452, -3.0941], [-3.2338, 0.1107, -1.0121], [-4.4550, 0.7728, -0.9852], [-4.5341, 2.0704, -0.5164], [-3.3800, 2.6560, -0.0295], [-2.1883, 1.9671, -0.1014], [-2.1049, 0.7378, -0.6452], [0.1023, -2.2151, 3.3432], [0.7728, -1.1916, 2.0627], [0.7675, -2.9581, 1.8945], [-2.6203, -0.7827, 3.2542], [-3.4585, -0.5011, 1.7373], [-1.9490, 0.3680, 2.0940], [-2.3449, -3.5003, 3.2556], [-2.1009, -4.4921, 1.8242], [-3.5216, -3.4562, 1.9468], [-2.7242, -5.1062, -0.1274], [-1.9662, -5.7911, -1.5654], [-3.1507, -4.5075, -1.7327], [-0.0263, -4.9467, 1.0248], [1.3782, -4.3772, 0.1268], [0.4180, -5.7218, -0.4899], [-0.9901, -3.6017, -3.5208], [0.1243, -4.8437, -2.9683], [0.6410, -3.1623, -3.0625], [-4.4229, -3.5258, -0.2110], [-5.3861, -2.3519, -1.1026], [-4.7711, -1.9559, 0.5073], [-2.6459, -2.9410, -3.4302], [-2.7956, -1.2081, -3.6876], [-4.2255, -2.1739, -3.3280], [-5.3455, 0.2394, -1.2925], [-5.4800, 2.5955, -0.4786], [-3.3834, 3.6376, 0.4237], [-1.2880, 2.3817, 0.3101]], "orbital_gap_ev": 8.261, "max_force_ev_per_a": 0.72, "multiplicity": 1}